The following is a quantum chemistry calculation of one molecule with the formula C14H11F13N4O, from the OMol25 dataset.

Last column: Löwdin charge in e.
Geometry (Å):
1 C 0.357 5.969 4.839  -0.076
2 C 1.325 4.845 5.202  -0.191
3 N 1.409 3.870 4.148  -0.174
4 C 0.574 2.854 3.901  -0.011
5 C 1.028 2.227 2.745  -0.160
6 C 0.467 1.089 2.098  -0.092
7 N 0.989 0.604 1.042  0.083
8 N 0.406 -0.479 0.479  0.054
9 C 0.917 -1.035 -0.634  -0.372
10 O 1.889 -0.705 -1.253  0.140
11 C 0.048 -2.283 -1.043  -0.341
12 F -1.275 -1.976 -1.012  0.124
13 F 0.215 -3.264 -0.124  0.136
14 C 0.420 -2.837 -2.443  -0.353
15 F 0.470 -1.835 -3.338  0.163
16 F 1.643 -3.381 -2.387  0.172
17 C -0.580 -3.934 -2.960  -0.337
18 F -1.203 -4.531 -1.930  0.162
19 F 0.111 -4.891 -3.598  0.167
20 C -1.645 -3.370 -3.955  -0.352
21 F -1.056 -3.152 -5.142  0.170
22 F -2.128 -2.192 -3.529  0.161
23 C -2.851 -4.344 -4.141  -0.348
24 F -3.668 -4.238 -3.081  0.167
25 F -2.435 -5.618 -4.203  0.172
26 C -3.666 -4.030 -5.436  -0.565
27 F -3.003 -4.420 -6.516  0.190
28 F -3.921 -2.732 -5.545  0.193
29 F -4.825 -4.675 -5.408  0.191
30 C 2.179 2.981 2.367  -0.290
31 C 3.057 2.747 1.201  -0.035
32 N 2.374 3.957 3.227  0.137
33 H 0.681 6.456 3.923  0.076
34 H -0.646 5.578 4.691  0.070
35 H 0.330 6.706 5.637  0.071
36 H 2.331 5.248 5.340  0.120
37 H 1.004 4.347 6.120  0.120
38 H -0.260 2.632 4.536  0.130
39 H -0.433 0.651 2.552  0.130
40 H -0.438 -0.872 0.910  0.158
41 H 3.482 1.747 1.251  0.080
42 H 2.477 2.798 0.283  0.080
43 H 3.850 3.489 1.183  0.077

## Properties
Kohn-Sham gap   9.10 eV
Energy relative to the best compared isomer or geometry (same formula, charge and spin)   0.0815 eV
Electronic energy   -2132.6032 hartree
2S+1   1
SMILES string   CCn1cc(/C=N/NC(=O)C(F)(F)C(F)(F)C(F)(F)C(F)(F)C(F)(F)C(F)(F)F)c(C)n1